Record 1
37
Properties=species:S:1:pos:R:3 method="wB97M-V/def2-TZVPD" energy_ha=-786.61397 max_force_ev_per_a=5.4 homo_energy_ev=-8.00 total_charge=0
C 1.15341 -2.02153 -2.80386
C 1.21116 -1.95720 -1.28367
C -0.20356 -1.97531 -0.70048
C -0.81802 -0.66376 -0.91152
C -0.65412 0.55722 -0.28772
C -1.66209 1.45296 -0.61935
N -2.60022 0.76673 -1.41449
C -1.99308 -0.47499 -1.73632
H 0.84868 -3.01502 -3.27238
H 2.10559 -1.84984 -3.37591
H 0.45779 -1.39375 -3.32674
H 1.82470 -2.76152 -0.88226
H 1.85922 -1.16084 -1.06118
H -0.90291 -2.67450 -1.39582
H -0.25210 -2.31247 0.38191
H 0.18298 0.95595 0.23940
H -1.93359 2.40127 -0.26480
H -3.47626 1.13236 -1.83529
H -2.56259 -1.32528 -2.12228
O 3.81770 -0.89968 0.17008
H 3.33758 -0.60072 0.93268
H 4.67483 -1.22207 0.41601
O -0.22170 0.80503 2.62803
H 0.57765 0.63592 3.06806
H 0.13427 0.61381 1.74810
O 1.78123 2.14829 -1.91338
H 1.39891 3.05794 -1.67845
H 1.46101 1.51810 -1.28315
O 0.96796 2.91184 1.35359
H 1.64972 3.29225 1.97853
H 0.24122 2.68051 2.09940
O 0.38928 -1.81932 2.58781
H 0.23431 -1.35974 3.47477
H 1.08856 -2.48349 2.69177
O -3.19254 0.56654 2.47475
H -2.52507 0.68272 1.77125
H -2.76061 0.61541 3.24839


Record 2
52
Properties=species:S:1:pos:R:3 method="wB97M-V/def2-TZVPD" energy_ha=-5118.74065 multiplicity=3 max_force_ev_per_a=0.5 homo_energy_ev="-9.34 / -9.26" total_charge=0
Pd 0.17597 -0.11429 -0.13397
C 2.94556 -2.04008 2.76251
C 2.32702 -1.50889 1.48432
O 1.29880 -0.52469 1.80343
P 3.50381 -0.57783 0.44379
O 3.87434 0.71869 1.29334
O 4.84180 -1.41342 0.51921
O 3.02948 -0.26527 -0.91775
P 1.67081 -2.82219 0.36254
O 0.71264 -3.68872 1.31034
O 2.86828 -3.56848 -0.08296
O 0.77019 -2.07879 -0.61400
H 3.43208 -1.23920 3.31997
H 3.67220 -2.81935 2.54060
H 2.16111 -2.48872 3.37464
H 0.56476 -0.97222 2.25572
H 3.20594 1.40067 1.12211
H 4.65211 -2.31679 0.19582
H -0.17313 -3.26843 1.34697
N -4.38719 0.02191 -0.46524
C -3.47031 -0.05498 0.74371
C -4.25351 -0.13450 2.03750
P -2.33887 1.40646 0.53970
O -3.11071 2.54734 1.37929
O -1.06485 1.06679 1.27281
O -2.34711 1.72035 -0.91254
P -2.45160 -1.55949 0.36415
O -3.73118 -2.56501 0.18891
O -1.58237 -1.98665 1.49246
O -1.88350 -1.23751 -0.98494
H -4.96815 0.85890 -0.44654
H -4.95164 -0.82706 -0.53470
H -3.74718 0.08912 -1.27229
H -4.89405 0.73826 2.17307
H -3.54495 -0.16519 2.86398
H -4.85038 -1.04729 2.07781
H -2.54241 2.92960 2.05813
H -3.45954 -3.46651 -0.02244
C 0.14734 3.63338 -2.44115
As 1.26597 2.13844 -2.00841
C 3.09234 2.53504 -2.42329
C 0.69037 0.62847 -3.04319
O 1.05395 1.80411 -0.38571
H 0.20075 3.88014 -3.49982
H 0.45747 4.48645 -1.84090
H -0.86082 3.32628 -2.15913
H 3.18927 2.78226 -3.47934
H 3.65339 1.63544 -2.17650
H 3.42732 3.37287 -1.81502
H 0.74360 0.82083 -4.11396
H -0.34910 0.42178 -2.77363
H 1.33386 -0.21203 -2.77938


Record 3
44
Properties=species:S:1:pos:R:3 method="wB97M-V/def2-TZVPD" energy_ha=-2423.25040 multiplicity=4 max_force_ev_per_a=5.0 homo_energy_ev="-11.88 / -11.86" total_charge=+1
Co -14.31467 -16.58003 21.98329
O -13.31382 -17.90067 20.87754
H -13.36309 -18.65497 20.25856
C -12.71940 -16.29532 25.48562
C -12.31138 -16.90509 24.13451
C -12.99252 -18.24898 23.85353
O -14.38973 -18.05624 23.69208
C -15.05829 -19.33577 23.60739
N -12.65796 -15.91501 23.10890
H -13.79979 -16.36765 25.61068
H -12.35622 -15.27358 25.59634
H -12.38937 -16.89019 26.33727
H -11.25171 -17.13096 24.25355
H -12.81979 -18.65991 24.84822
H -12.44495 -18.73231 23.04442
H -16.14384 -19.25736 23.66685
H -14.90856 -19.78394 24.58965
H -14.87224 -19.92939 22.71236
H -11.86999 -15.96101 22.47876
H -12.34078 -14.97664 23.30629
C -13.83660 -14.95336 19.60850
O -14.02140 -14.89491 20.83271
N -14.05634 -13.93405 18.84652
N -13.53012 -16.06812 18.98067
H -13.81911 -13.93564 17.86478
H -14.19628 -13.07166 19.35329
H -13.31986 -16.84909 19.58564
H -13.30164 -15.99771 17.99937
C -16.83121 -17.04660 20.08568
O -16.01708 -17.00150 20.95312
N -18.05659 -16.57314 20.25845
N -16.68084 -17.61856 18.92673
H -18.27768 -15.88129 20.96027
H -18.70201 -16.89164 19.54987
H -15.76510 -17.99638 18.72983
H -17.36855 -17.71892 18.19388
C -10.15009 -19.83441 21.06549
O -10.60133 -20.54697 21.87245
N -8.85958 -19.78591 20.73533
N -10.83988 -18.95754 20.33189
H -8.27871 -20.43190 21.25048
H -8.52655 -19.34141 19.89175
H -10.33066 -18.25017 19.82156
H -11.80980 -18.71874 20.48130


Record 4
49
Properties=species:S:1:pos:R:3 method="wB97M-V/def2-TZVPD" energy_ha=-2506.42506 multiplicity=7 max_force_ev_per_a=7.8 homo_energy_ev="0.49 / -4.34" total_charge=-1
Mn 0.06580 -0.43804 -0.45529
O -1.05796 -1.27536 1.15380
C -1.23707 -2.67963 0.78698
C -0.26571 -3.28052 -0.28048
O 0.20809 -2.38195 -1.37532
H -2.26739 -2.90970 0.51568
H -1.19900 -3.29839 1.68352
H -0.66994 -4.16531 -0.77226
H 0.57001 -3.74976 0.23863
C -0.94922 2.51892 0.58240
O -0.18573 1.76546 -0.02370
N -0.80085 3.73976 0.85973
N -2.05742 2.15495 1.05417
H -0.29488 4.39599 0.28225
H -1.49902 4.05641 1.51729
H -2.60532 2.88691 1.48329
H -2.16879 1.17664 1.27911
C 1.62487 0.34118 -3.06881
O 1.15191 0.56949 -2.01783
N 1.56515 -0.79706 -3.67921
N 2.18036 1.15418 -3.91641
H 1.62984 -0.82189 -4.68683
H 1.00284 -1.55672 -3.32307
H 2.77640 0.73649 -4.61668
H 2.30821 2.14619 -3.77609
C 0.54260 -0.12686 4.39776
O 0.97419 0.16877 5.51219
N 0.56428 0.64349 3.35734
N -0.34362 -1.01989 4.09318
H 0.92595 1.56525 3.55645
H 0.56036 0.33673 2.39506
H -0.73013 -1.13145 3.16676
H -0.61263 -1.73772 4.75079
C 2.88476 -0.44740 1.01424
O 1.72358 -0.52767 0.68339
N 3.46675 0.49693 1.72333
N 3.85161 -1.20319 0.55887
H 4.46138 0.54562 1.89195
H 2.70670 1.08228 2.03923
H 3.53686 -2.06424 0.13504
H 4.82975 -1.05020 0.75870
C -3.00226 0.36875 -2.13692
O -1.92635 0.10640 -1.59212
N -3.86981 1.31766 -1.76167
N -3.31055 -0.14961 -3.24238
H -4.59999 1.59121 -2.40362
H -3.49534 1.92642 -1.04803
H -4.20921 -0.06605 -3.69572
H -2.75405 -0.91345 -3.59871


Record 5
38
Properties=species:S:1:pos:R:3 method="wB97M-V/def2-TZVPD" energy_ha=-807.61870 max_force_ev_per_a=3.6 homo_energy_ev=-10.10 total_charge=0
O 2.80164 -3.71556 -0.24598
C 1.44293 -3.69288 -0.35824
C 0.71604 -4.60846 -1.38231
O 0.80856 -6.00090 -0.97550
H 3.03864 -2.82819 -0.52529
H 1.15892 -3.89007 0.67546
H 1.09709 -2.65968 -0.38977
H 1.29937 -4.53143 -2.29985
H -0.30722 -4.27025 -1.54554
H 1.61660 -6.16704 -0.48452
O 5.93838 -1.18170 4.23883
C 6.15256 -0.35169 3.16614
C 4.86403 0.41417 2.81815
O 5.01661 1.35072 1.76622
H 6.64015 -1.83564 4.20039
H 6.99520 0.31885 3.33469
H 6.18553 -1.06210 2.34009
H 4.47203 0.84173 3.74099
H 4.16527 -0.30306 2.38755
H 5.80667 1.87373 1.92069
C -3.24795 2.15081 -4.94158
O -4.62755 2.44063 -5.06190
H -3.02929 1.60874 -4.02155
H -3.11436 1.41950 -5.73872
H -2.64740 3.04008 -5.13302
H -4.75894 3.28917 -4.63258
C -1.50784 0.55031 0.92821
O -1.70385 1.68411 0.15126
H -2.00717 0.54561 1.89709
H -1.81083 -0.27297 0.28129
H -0.45040 0.43586 1.16655
H -2.66263 1.68869 0.10308
C -6.45754 4.22722 0.21269
O -5.72141 3.21829 0.87809
H -6.43067 3.82379 -0.79954
H -7.47513 4.38287 0.57103
H -5.97294 5.20320 0.18628
H -6.28311 2.86357 1.57109


Record 6
39
Properties=species:S:1:pos:R:3 method="wB97M-V/def2-TZVPD" energy_ha=-1205.82856 max_force_ev_per_a=2.8 homo_energy_ev=-10.28 total_charge=0
C 5.90515 -2.25812 6.32423
C 5.50099 -3.12832 5.10829
O 6.18747 -2.72693 3.96854
S 5.69871 -3.30810 2.46706
C 4.18530 -2.31581 2.16604
O 6.73690 -2.88896 1.55618
O 5.37410 -4.73613 2.62597
H 6.75280 -2.76252 6.78811
H 5.05121 -2.20002 6.99915
H 6.00430 -1.18806 6.14194
H 5.67463 -4.15885 5.41806
H 4.42504 -3.03853 4.95861
H 4.36751 -1.24131 2.14744
H 3.40071 -2.43151 2.91378
H 3.85506 -2.74268 1.21902
C -3.89435 0.32408 2.16856
O -5.27330 0.16519 1.83207
H -3.30395 0.33114 1.25232
H -3.81358 1.27412 2.69677
H -3.54683 -0.52384 2.75878
H -5.75191 0.25320 2.65959
C -2.03051 7.81984 -4.12133
O -1.90574 6.88077 -3.04480
H -1.68655 8.81616 -3.84359
H -1.50163 7.58527 -5.04511
H -3.05556 7.94811 -4.46903
H -1.95751 6.01873 -3.46411
C -0.28076 1.14872 -5.11381
O -1.31497 1.81891 -4.51235
H -0.01875 0.41430 -4.35219
H -0.38434 0.67746 -6.09121
H 0.54748 1.85732 -5.11347
H -2.10103 1.26784 -4.50462
C -6.38589 -2.43828 -3.63324
O -5.93863 -1.15445 -3.27273
H -6.21856 -2.50153 -4.70847
H -5.92324 -3.27428 -3.10866
H -7.45277 -2.56484 -3.44929
H -5.92700 -1.01810 -2.32253


Record 7
37
Properties=species:S:1:pos:R:3 method="wB97M-V/def2-TZVPD" energy_ha=-637.36963 max_force_ev_per_a=1.7 homo_energy_ev=-8.36 total_charge=0
C 0.81619 -2.72494 -1.83186
C -0.00299 -1.78466 -0.95311
C 0.77920 -0.49065 -0.73793
N 0.13182 0.52889 0.09217
C -0.26755 1.74690 -0.58001
C -1.19113 1.60385 -1.80501
C -0.66910 0.07216 1.24600
C -2.17905 0.32788 1.27214
H 1.67324 -3.12469 -1.29731
H 0.22052 -3.59751 -2.08835
H 1.12972 -2.19933 -2.73224
H -0.92395 -1.49698 -1.46658
H -0.22900 -2.35909 -0.05600
H 1.78552 -0.71853 -0.36575
H 0.83338 -0.03352 -1.71862
H 0.59373 2.33641 -0.87993
H -0.79649 2.33316 0.16695
H -2.22730 1.47963 -1.49417
H -1.12758 2.49382 -2.42701
H -0.89476 0.75456 -2.41548
H -0.41770 -0.98323 1.35140
H -0.19062 0.55423 2.11506
H -2.63477 -0.51627 0.75784
H -2.47718 1.32411 0.96819
H -2.49370 0.32549 2.31395
O 1.58520 0.17047 -4.19036
H 0.74389 -0.29956 -4.12723
H 2.10738 -0.25607 -3.49815
O 1.45277 -2.15872 3.41171
H 0.50349 -2.23004 3.26325
H 1.58060 -1.22602 3.63933
O -2.09825 3.53795 2.43314
H -1.65199 3.08466 1.71036
H -1.85008 3.01402 3.21328
O 2.61399 0.17770 2.60864
H 3.49829 -0.12083 2.35822
H 2.27428 0.45476 1.74347


Record 8
53
Properties=species:S:1:pos:R:3 method="wB97M-V/def2-TZVPD" energy_ha=-1888.60603 max_force_ev_per_a=3.4 homo_energy_ev=-12.18 total_charge=+1
C -0.93805 1.35343 0.04612
C -1.77792 0.06948 0.33086
N -3.20263 0.31619 0.57987
N -3.87352 0.76097 -0.56693
P -5.43829 1.56502 -0.04641
N -6.40328 0.19058 0.35728
O -6.04936 2.30615 -1.41141
H -0.12634 1.05402 -0.62582
H -0.46348 1.73918 0.94826
H -1.50251 2.13248 -0.49327
H -1.67867 -0.64554 -0.49795
H -1.34002 -0.40055 1.21808
H -3.38213 0.90403 1.38539
H -4.13717 -0.04773 -1.14895
H -3.32748 1.38968 -1.17816
H -7.09126 0.47075 1.04422
H -6.83341 -0.19015 -0.48188
H -6.34995 3.17330 -1.13238
C 3.62038 0.28010 -0.04840
N 2.47026 1.21501 0.01082
O 2.16248 1.80022 -1.00154
O 1.90572 1.32772 1.07788
H 4.01908 0.28052 -1.05661
H 4.36502 0.62903 0.66189
H 3.24979 -0.70626 0.22160
C -0.29557 -3.37526 2.77766
N 0.74521 -3.30658 1.72115
O 1.81353 -2.82290 2.01937
O 0.45082 -3.73797 0.63285
H 0.10832 -2.95222 3.69080
H -1.15202 -2.80340 2.43137
H -0.55536 -4.42076 2.91752
C -8.40000 2.34088 -3.62244
N -9.55291 3.27262 -3.68471
O -9.77962 3.81369 -4.73750
O -10.18346 3.42285 -2.66337
H -7.92818 2.30285 -4.59836
H -7.71340 2.72402 -2.87524
H -8.78300 1.36413 -3.33945
C 5.59486 -1.83815 3.58531
N 6.33804 -1.05333 2.56765
O 6.28151 -1.42751 1.41543
O 6.95065 -0.09052 2.95654
H 5.09696 -2.66398 3.08895
H 6.31706 -2.19995 4.31176
H 4.87301 -1.17151 4.04891
C 8.83418 -0.87246 -0.89775
N 8.85827 -0.94444 -2.38027
O 9.58603 -0.18075 -2.96866
O 8.14029 -1.76771 -2.89892
H 9.51949 -0.09622 -0.57600
H 7.81676 -0.64043 -0.59738
H 9.14128 -1.84262 -0.51784


Record 9
39
Properties=species:S:1:pos:R:3 method="wB97M-V/def2-TZVPD" energy_ha=-712.99392 max_force_ev_per_a=2.9 homo_energy_ev=-11.24 total_charge=+1
C 0.80193 0.70949 -0.88509
C 0.52784 0.46065 0.58915
C -0.77891 1.18417 0.94624
C -1.58325 -0.21116 2.78894
C -1.09789 0.97854 2.42549
C -0.72194 2.04510 3.39206
C -1.83950 -0.71425 4.16313
N 2.08156 0.06650 -1.26541
H -0.05267 0.57705 -1.53301
H 0.89927 1.79638 -0.99098
H 1.30080 0.79124 1.28186
H 0.25047 -0.56889 0.81871
H -1.59867 0.90348 0.28831
H -0.61683 2.26653 0.87109
H -1.75517 -0.95105 2.00893
H -0.59447 1.72577 4.40992
H -1.52329 2.78286 3.53917
H 0.15224 2.62638 3.10533
H -1.83956 0.03540 4.95601
H -2.87045 -1.09109 4.17320
H -1.23041 -1.52491 4.56375
H 1.87902 -0.93246 -1.27099
H 2.78080 0.12818 -0.53527
H 2.49157 0.47673 -2.10480
H -2.86834 -2.00954 -1.09976
H -3.58774 -2.13617 0.11990
O -2.66831 -2.20142 -0.17414
H 0.13325 -2.05019 -3.20012
H 1.03262 -0.75284 -3.61290
O 0.44099 -1.16460 -2.97977
H -1.86581 -1.05851 -3.34778
H -1.82205 -1.72822 -2.04249
O -2.07625 -1.91497 -2.95304
H 1.38476 3.02186 -3.55066
H 2.83292 2.80400 -3.87011
O 2.03512 2.32304 -3.64469
H 3.64140 -2.94458 -1.67648
H 4.60660 -1.75948 -1.99573
O 3.71837 -1.98904 -1.70795


Record 10
52
Properties=species:S:1:pos:R:3 method="wB97M-V/def2-TZVPD" energy_ha=-1641.64158 max_force_ev_per_a=0.9 homo_energy_ev=-8.19 total_charge=0
C 2.38920 1.66617 1.08664
O 1.47243 0.98716 0.24078
B 1.30059 1.53046 -1.03253
O 0.11077 2.06541 -1.38462
Si 2.76766 1.46169 -2.42953
N 4.30922 2.19036 -2.01124
C 3.14977 -0.37638 -2.75892
C 3.69576 -0.61102 -4.15779
F 1.99221 -1.17008 -2.57350
H 3.34413 1.13307 1.12999
H 1.95082 1.71356 2.07864
H 2.58389 2.68653 0.74694
H -0.64088 1.66645 -0.89793
H 2.32923 2.06016 -3.71306
H 4.39747 3.17357 -2.22337
H 4.63959 2.00589 -1.07489
H 3.89816 -0.72992 -2.03988
H 3.85453 -1.67353 -4.32527
H 2.99567 -0.21374 -4.89601
H 4.62500 -0.04739 -4.26907
N -2.86370 0.44873 2.21846
C -2.56414 0.28602 0.89585
N -3.15630 -0.77986 0.30094
O -1.83052 1.05973 0.29271
H -3.46149 -0.19068 2.71336
H -2.45219 1.22581 2.71357
H -2.98618 -0.92548 -0.67610
H -3.81347 -1.36645 0.78572
N 2.95547 -5.96962 -5.22169
C 2.82422 -4.84392 -4.45355
N 1.98582 -4.95311 -3.37976
O 3.40878 -3.80710 -4.70572
H 2.47906 -6.82955 -5.03032
H 3.56336 -5.91157 -6.01646
H 1.86306 -4.13066 -2.81578
H 1.48661 -5.78953 -3.14681
N -5.86992 1.30180 2.15171
C -6.43666 0.06968 2.03975
N -7.80123 0.03209 2.07669
O -5.76352 -0.94765 1.91964
H -6.39414 2.14901 2.25919
H -4.86531 1.34607 2.11022
H -8.23825 -0.86674 1.99866
H -8.37324 0.84861 2.17387
N 0.80495 1.86471 4.58933
C -0.32275 2.35105 5.18700
N -0.13744 2.91633 6.41728
O -1.42329 2.28638 4.66488
H 1.71438 1.90206 5.00785
H 0.69561 1.44000 3.68739
H -0.94782 3.28294 6.87944
H 0.75500 2.98248 6.86735


Record 11
44
Properties=species:S:1:pos:R:3 method="wB97M-V/def2-TZVPD" energy_ha=-1014.83101 max_force_ev_per_a=2.9 homo_energy_ev=-8.37 total_charge=0
C 0.01723 -2.30553 -3.77803
C -0.07030 -1.34773 -2.58429
C -1.00519 -0.39701 -2.66946
C -1.10073 0.62659 -1.63060
C -0.98977 0.48316 -0.23001
C -1.36529 1.70044 0.31599
N -1.59576 2.56255 -0.68587
C -1.43795 1.94420 -1.92255
H -0.90947 -2.35860 -4.33516
H 0.87347 -1.94629 -4.35633
H 0.35990 -3.31533 -3.53496
H 0.65499 -1.53381 -1.80476
H -1.70246 -0.33064 -3.49703
H -0.75158 -0.42809 0.29458
H -1.48485 1.96353 1.35257
H -1.80071 3.54497 -0.69269
H -1.70592 2.39419 -2.85606
O 3.38083 -0.72528 -0.10271
H 3.04805 -1.41264 0.48946
H 3.32313 0.18298 0.21816
O 0.95208 0.24546 4.01755
H 1.68799 0.86262 3.98496
H 0.22220 0.66870 3.53529
O -1.86349 -1.52545 3.86752
H -2.05344 -2.35371 3.42985
H -0.90048 -1.45996 3.91490
O 1.89221 3.19057 -0.87620
H 1.95000 2.24368 -1.14891
H 2.81683 3.42458 -0.77408
O -3.47343 -1.58700 0.53254
H -2.76287 -1.04099 0.15818
H -4.05337 -0.91149 0.92702
O 1.74104 1.86362 1.61704
H 1.48319 1.07512 1.13252
H 1.67350 2.55606 0.92713
O -0.87832 -2.77088 1.26733
H -1.84378 -2.73732 1.18680
H -0.66357 -3.20152 0.41998
O 2.24839 0.63880 -2.05570
H 2.60178 -0.07110 -1.46005
H 1.36813 0.43473 -2.41220
O 1.43722 -1.32845 1.72156
H 0.56470 -1.75552 1.72439
H 1.50606 -0.86296 2.57382